Record 1
# C34H49NOPPdS

A molecular structure, C34H49NOPPdS (ωB97M-V/def2-TZVPD, the Open Molecules 2025 dataset).

## Properties
Relative energy (zero: lowest compared OMol25 entry of this formula, charge and spin)   1.161 eV
HOMO energy (alpha / beta)   -6.77 / -6.71 eV
Multiplicity   2
Total charge   0
<S²>   0.758

The geometry in XYZ format:
```
88
C34H49NOPPdS | the Open Molecules 2025 dataset | ωB97M-V/def2-TZVPD
Pd 0.18 -0.03 0.55
S 1.76 1.70 -0.38
P 0.26 -2.16 -0.45
O 1.72 0.19 2.22
N 2.51 1.23 2.17
C -3.57 1.85 -2.29
C -2.48 -1.43 3.57
C -2.28 -0.02 1.44
C -4.50 -0.83 2.21
C -1.43 3.57 2.44
C 1.60 -2.33 -1.77
C -1.42 -2.18 -1.22
C 1.26 -1.35 -2.89
C 0.29 -3.71 0.63
C 3.47 3.16 1.20
C -1.81 -3.16 -2.13
C 2.61 2.03 1.06
C -0.60 -3.44 1.83
C -1.71 2.34 1.61
C -2.71 4.08 3.12
C -3.00 -1.16 2.14
C -3.68 -1.35 -1.28
C -2.06 1.13 2.20
C 4.07 2.54 3.42
C -2.06 0.00 0.03
C -0.21 -5.02 0.01
C 1.73 -3.88 1.15
C 4.18 3.41 2.34
C -4.05 -2.35 -2.17
C -2.37 -1.22 -0.82
C 1.82 -3.71 -2.39
C -1.83 1.28 -0.58
C 2.92 -1.86 -1.14
C -1.49 0.77 -3.15
C -1.67 2.40 0.23
C -3.11 -3.25 -2.62
C -0.32 3.31 3.47
C 3.23 1.47 3.29
C -2.07 1.64 -2.05
H -3.00 -0.79 4.29
H -3.09 3.34 3.83
H -4.10 0.90 -2.39
H -3.72 2.41 -3.22
H 3.53 3.82 0.35
H -3.49 4.27 2.39
H 3.63 -1.67 -1.96
H -2.68 -2.47 3.85
H -1.85 -0.26 -3.13
H -5.08 -2.41 -2.51
H 1.18 -0.34 -2.49
H 4.82 4.28 2.40
H 0.39 -5.36 -0.83
H 2.59 -3.61 -3.16
H -4.42 -0.62 -0.96
H -3.37 -4.02 -3.33
H -1.60 2.62 -2.16
H -1.65 -3.43 1.54
H -2.20 1.08 3.27
H -0.46 -4.24 2.57
H 2.08 -1.36 -3.61
H 2.13 -2.93 1.53
H -1.25 -4.95 -0.30
H -4.66 0.10 2.75
H -4.93 -0.72 1.21
H -0.40 0.76 -3.10
H -2.89 -2.06 1.54
H -2.51 5.00 3.67
H -0.06 4.24 3.98
H -5.04 -1.63 2.73
H -0.65 2.59 4.22
H 1.71 -4.59 1.98
H 2.19 -4.44 -1.67
H -1.42 -1.24 3.67
H 0.34 -1.61 -3.41
H -1.45 3.34 -0.25
H 2.80 -0.94 -0.58
H 0.93 -4.12 -2.87
H -0.16 -5.80 0.78
H -1.77 1.20 -4.12
H -1.08 -3.89 -2.46
H 4.62 2.68 4.34
H 0.57 2.91 2.99
H 3.37 -2.62 -0.50
H 2.41 -4.27 0.40
H -4.03 2.42 -1.48
H 3.06 0.73 4.06
H -1.08 4.34 1.76
H -0.36 -2.49 2.30
```

=====

Record 2
# C34H50N11O5P2S2

9 unconnected molecules or ions with the total composition C34H50N11O5P2S2 (ωB97M-V/def2-TZVPD, the Open Molecules 2025 dataset).

## Properties
Relative energy (zero: lowest compared OMol25 entry of this formula, charge and spin)   14.046 eV
HOMO energy   -10.23 eV
Total charge   +1

The geometry in XYZ format:
```
104
C34H50N11O5P2S2 | the Open Molecules 2025 dataset | ωB97M-V/def2-TZVPD
S 0.34 2.46 -0.38
S -0.56 2.85 2.59
P -2.53 -6.85 1.16
P -5.49 -2.40 0.71
O -3.03 -3.47 -1.29
O -1.46 -7.52 -0.05
O -6.59 -3.49 0.34
O -1.78 -7.02 2.75
O -3.93 -4.57 1.73
N -1.55 8.84 -1.59
N 2.90 -2.58 5.41
N 4.45 4.43 -0.36
N -0.90 6.16 -2.62
N 0.08 -1.98 -0.82
N -1.82 2.31 -4.89
N 1.72 1.19 1.75
N -1.54 -3.09 2.19
N -0.58 11.96 -4.78
N 3.91 -0.11 1.97
N 7.49 -5.58 4.49
C -2.81 -4.94 0.85
C -3.11 5.39 -1.11
C -4.08 -3.11 1.85
C -2.54 -1.99 -5.20
C 0.60 2.11 1.28
C -3.19 -4.84 -0.77
C -2.37 -2.27 -3.58
C 8.19 -4.83 3.76
C 3.09 0.90 1.17
C -1.90 5.81 -1.94
C 1.68 0.32 2.98
C -2.18 0.42 2.04
C -0.73 10.71 -4.76
C 5.18 -4.01 6.11
C -4.37 -4.26 -3.59
C 0.42 3.86 -4.32
C -4.56 -4.00 -5.24
C 3.08 -0.51 3.17
C -2.86 -0.93 2.72
C -3.28 -3.39 -2.74
C -3.66 -2.85 -6.04
C -1.37 -4.23 1.21
C 0.69 10.39 -1.02
C 3.93 -3.23 5.73
C 9.04 -3.93 2.88
C 1.10 -2.66 -1.11
C 2.34 -3.47 -1.46
C -0.80 3.01 -4.63
C 6.73 3.00 0.34
C 5.48 3.78 -0.04
C -2.70 -2.24 1.69
C -0.90 9.20 -4.74
C -0.54 9.54 -1.33
C -1.72 1.46 3.22
H -3.79 -2.62 -7.20
H 2.45 -4.30 -0.75
H -2.70 1.98 3.63
H 2.24 -3.88 -2.47
H -0.68 -2.51 2.29
H -1.57 -1.65 -2.97
H -2.53 -1.77 0.63
H 0.80 0.20 3.75
H -0.90 -3.76 0.22
H -2.91 4.43 -0.62
H 7.49 3.10 -0.44
H -6.20 -1.40 1.53
H -1.82 -3.47 3.12
H -1.29 0.06 1.36
H 8.98 -2.90 3.23
H -5.03 -5.07 -3.05
H 1.37 10.38 -1.87
H -0.33 8.75 -5.55
H 3.27 -1.23 4.06
H -5.37 -4.60 -5.87
H 3.37 1.47 0.16
H 1.10 3.85 -5.18
H 0.38 11.42 -0.81
H -2.33 -1.19 3.73
H -0.57 -4.96 1.67
H 5.58 -3.64 7.06
H 0.12 4.89 -4.12
H 10.08 -4.25 2.91
H -3.32 6.14 -0.35
H -1.24 0.91 4.17
H 5.94 -3.91 5.33
H -2.96 1.01 1.36
H -4.01 -0.69 2.84
H 3.23 -2.84 -1.42
H 4.93 -5.07 6.23
H -0.54 8.80 -3.79
H 0.94 3.46 -3.45
H -2.23 -6.40 3.41
H -0.50 -7.51 0.24
H 1.20 9.99 -0.14
H -4.27 -5.30 -0.97
H -1.85 -1.16 -5.69
H -4.48 -2.91 2.96
H -4.98 -1.66 -0.43
H 6.48 1.94 0.46
H -2.45 -5.52 -1.41
H 7.13 3.38 1.29
H -3.98 5.28 -1.76
H 8.68 -3.98 1.84
H -1.96 8.95 -4.86
```

=====

Record 3
# C34H51F21O20S2

9 unconnected molecules or ions with the total composition C34H51F21O20S2 (ωB97M-V/def2-TZVPD, the Open Molecules 2025 dataset).

## Properties
HOMO energy   -10.89 eV
SMILES string   CCOC(=O)C(F)(F)F.CCOC(=O)C(F)(F)F.CCOC(=O)C(F)(F)F.CCOC(=O)C(F)(F)F.CCOC(=O)C(F)(F)F.CCOC(=O)C(F)(F)F.CCOC(=O)C(F)(F)F.CCOS(C)(=O)=O.CCOS(C)(=O)=O
Total charge   0

The geometry in XYZ format:
```
128
C34H51F21O20S2 | the Open Molecules 2025 dataset | ωB97M-V/def2-TZVPD
S -4.09 2.47 2.83
S -7.38 -1.50 3.23
F 3.41 -3.43 -2.59
F 1.38 1.43 -6.89
F 6.88 1.12 -2.75
F -1.83 -0.82 1.77
F 4.83 -5.12 -2.78
F -4.62 -9.32 -0.22
F -1.19 1.18 1.20
F 1.18 3.58 -7.23
F 0.37 -2.27 5.43
F 7.19 0.90 -0.57
F 0.47 -2.89 3.33
F -5.91 7.42 0.28
F -5.58 5.54 1.25
F -4.21 -9.21 1.86
F -7.16 5.83 -0.20
F 8.41 2.33 -1.69
F 4.29 -3.92 -4.52
F -0.22 -0.93 3.88
F 0.36 2.63 -5.47
F -2.81 0.24 0.09
F -5.50 -7.81 0.98
O 6.82 -3.40 -2.67
O 3.48 3.75 -6.00
O 2.92 2.12 -4.56
O 0.14 0.17 -0.79
O -3.53 -6.46 0.09
O -3.54 1.02 3.18
O -0.76 -1.73 -0.53
O -5.12 6.16 -2.15
O 5.40 -1.74 -2.84
O 2.37 -0.25 4.03
O -5.88 -1.43 2.75
O 6.19 3.91 -2.01
O -3.81 2.68 1.46
O -7.94 -0.20 3.16
O -2.11 -8.00 0.59
O -3.63 3.42 3.77
O -8.09 -2.60 2.67
O 5.13 2.54 -0.64
O 2.87 -2.31 4.34
O -3.95 5.17 -0.60
C -3.19 -7.63 0.46
C -2.03 3.81 -0.95
C -3.04 -4.18 -0.27
C 7.92 -2.48 -2.58
C 2.35 -0.72 -1.03
C 8.19 -2.03 -1.16
C -1.64 0.03 0.70
C 4.14 3.52 -0.30
C -4.43 -8.49 0.77
C 5.64 -2.86 -2.87
C 2.68 2.83 -5.49
C 2.07 -1.33 4.17
C -5.92 6.18 0.10
C 4.83 -2.37 2.86
C -3.30 0.78 4.56
C -4.94 5.85 -1.02
C 4.29 -2.09 4.26
C -2.91 4.89 -1.53
C 6.11 2.91 -1.40
C -5.61 -1.81 1.38
C -5.85 2.25 3.05
C -2.47 -5.58 -0.25
C -3.22 -0.72 4.80
C 4.65 4.14 -5.25
C 7.17 1.78 -1.57
C 1.38 2.64 -6.29
C 3.18 3.71 -1.46
C 0.62 -1.86 4.19
C -0.67 -0.63 -0.28
C 5.40 5.21 -5.96
C -5.80 -0.61 0.46
C -7.08 -1.90 4.93
C 1.07 -0.31 -1.73
C 4.52 -3.88 -3.16
H 3.61 3.22 0.59
H 1.35 0.47 -2.42
H -4.55 -2.08 1.38
H 5.72 4.88 -6.95
H 6.26 5.51 -5.37
H 4.85 -3.43 2.64
H 4.63 4.48 -0.09
H 7.31 -1.58 -0.72
H -1.63 -5.68 0.43
H -1.33 3.47 -1.71
H 5.84 -1.97 2.87
H 4.56 -1.07 4.56
H -7.98 -1.68 5.50
H -2.72 2.98 -0.82
H 4.26 -1.78 2.14
H -2.39 -1.16 4.24
H 8.64 -2.83 -0.57
H -2.42 1.29 4.96
H 2.90 -1.42 -1.64
H -1.51 4.10 -0.05
H 0.71 -1.20 -2.24
H 4.78 6.10 -6.09
H -2.15 -5.79 -1.27
H 2.47 4.51 -1.30
H -2.38 5.84 -1.67
H 9.07 -1.37 -1.14
H 7.78 -1.62 -3.23
H 4.32 4.51 -4.27
H -2.90 -3.70 0.70
H -4.13 -4.23 -0.36
H -5.10 0.19 0.66
H -6.00 2.51 4.10
H -4.12 -1.16 4.37
H -6.32 3.01 2.44
H 2.67 2.76 -1.67
H -4.13 1.09 5.23
H -6.20 -2.69 1.13
H 8.80 -3.01 -2.94
H -2.63 -3.59 -1.07
H -6.78 -2.93 4.99
H -5.75 -0.86 -0.60
H -6.84 -0.29 0.62
H 3.73 3.83 -2.40
H 3.02 0.10 -0.79
H 2.10 -1.19 -0.07
H -6.27 -1.24 5.24
H -6.14 1.25 2.78
H 5.28 3.28 -4.99
H -3.19 -1.05 5.83
H -3.26 4.65 -2.53
H 4.82 -2.73 4.97
```

=====

Respective maximum force values: 0.016, 0.199, 0.172 Eh/bohr.